C24H31Br2N7O7SSi2Ti | ωB97M-V with the def2-TZVPD basis set

As for the expectation value of S²: 0.758.

Geometry as ORCA input:
```
! RIJCOSX wB97M-V def2-TZVPD def2/J DEFGRID3
* xyz 1 2
Ti -0.412 -0.896 -0.233
Br -2.786 -1.553 5.818
C -2.409 -1.552 3.970
C -3.165 -0.795 3.094
C -2.799 -0.788 1.753
N -1.812 -1.536 1.254
C -1.121 -2.331 2.104
C -1.382 -2.352 3.467
C -0.142 -3.208 1.443
C 0.526 -4.226 2.114
C 1.384 -5.051 1.401
Br 2.271 -6.475 2.262
C 1.553 -4.827 0.038
C 0.855 -3.787 -0.548
N 0.011 -2.998 0.118
H -3.981 -0.184 3.438
H -3.395 -0.234 1.042
H -0.804 -2.957 4.144
H 0.389 -4.391 3.170
H 2.217 -5.451 -0.540
H 0.958 -3.596 -1.609
O 1.907 4.339 4.092
N 2.766 3.573 3.727
O 3.942 3.654 3.979
C 2.348 2.449 2.904
C 1.027 2.380 2.484
C 0.632 1.359 1.634
C 1.542 0.328 1.264
O 1.157 -0.655 0.510
C 2.858 0.409 1.773
C 3.277 1.479 2.552
N 3.762 -0.677 1.497
O 3.260 -1.767 1.284
O 4.945 -0.443 1.502
N -0.670 1.333 1.137
O -0.868 0.769 -0.058
O -1.666 1.261 1.945
H 0.328 3.140 2.804
H 4.302 1.551 2.891
C 1.832 0.102 -4.520
Si 1.658 -0.162 -2.633
C 2.983 -1.431 -2.069
C 1.914 1.533 -1.763
C -0.047 -0.936 -2.244
Si -1.581 -0.123 -3.021
C -1.572 1.781 -2.967
C -1.939 -0.657 -4.813
C -2.974 -0.764 -1.843
H 2.829 0.446 -4.780
H 1.129 0.846 -4.881
H 1.649 -0.816 -5.070
H 3.014 -2.298 -2.724
H 2.799 -1.782 -1.054
H 3.976 -0.993 -2.089
H 2.771 1.515 -1.094
H 1.041 1.839 -1.186
H 2.114 2.315 -2.490
H -0.034 -1.987 -2.560
H -0.803 2.192 -3.610
H -1.390 2.156 -1.965
H -2.524 2.181 -3.305
H -1.135 -0.352 -5.472
H -2.850 -0.185 -5.166
H -2.064 -1.729 -4.913
H -3.115 -0.022 -1.058
H -2.719 -1.739 -1.393
H -3.934 -0.869 -2.339
N -3.250 3.268 1.114
C -2.369 4.210 0.773
N -2.721 5.497 0.764
S -0.818 3.772 0.284
H -4.148 3.535 1.491
H -2.847 2.367 1.406
H -3.623 5.797 1.095
H -2.061 6.200 0.474
*
```

C4H7N | ωB97M-V with the def2-TZVPD basis set

As for the SMILES: C=N/C=C/C.

Geometry as ORCA input:
```
! RIJCOSX wB97M-V def2-TZVPD def2/J DEFGRID3
* xyz 0 1
C 2.172 -0.447 0.777
N 0.945 -0.721 0.799
C -0.025 0.160 0.290
C -0.970 -0.167 -0.576
C -1.879 0.936 -1.110
H 2.575 0.560 0.983
H 2.892 -1.211 0.476
H 0.091 1.219 0.550
H -1.256 -1.162 -0.890
H -1.381 1.896 -1.119
H -2.215 0.603 -2.095
H -2.795 0.942 -0.519
*
```

C4H7P | ωB97M-V with the def2-TZVPD basis set

As for the SMILES: C=[PH]=C1CC1.

Geometry as ORCA input:
```
! RIJCOSX wB97M-V def2-TZVPD def2/J DEFGRID3
* xyz 0 1
C 2.781 -0.392 0.020
P 1.178 0.366 0.175
C -0.755 0.300 0.646
C -1.659 -0.833 0.226
C -1.908 0.603 -0.292
H 2.730 -1.232 -0.576
H 3.715 -0.018 0.502
H 1.337 1.422 0.956
H -2.340 -1.046 1.076
H -1.103 -1.679 -0.265
H -1.651 0.946 -1.183
H -2.747 1.205 0.266
*
```

C4H6ClN2P | ωB97M-V with the def2-TZVPD basis set

As for the SMILES: Cc1nn(C)pc1Cl.

Geometry as ORCA input:
```
! RIJCOSX wB97M-V def2-TZVPD def2/J DEFGRID3
* xyz 0 1
C 0.536 -2.230 0.015
C 0.474 -0.787 0.050
N -0.665 -0.116 0.016
N -0.516 1.189 0.089
C -1.691 1.999 -0.076
P 1.112 1.771 0.004
C 1.559 0.062 0.149
Cl 3.227 -0.371 0.027
H 1.514 -2.680 -0.189
H -0.092 -2.470 -0.786
H 0.170 -2.783 0.955
H -2.100 2.065 0.839
H -1.278 2.993 -0.461
H -2.249 1.358 -0.632
*
```

Result set for energy relative to the best compared isomer or geometry (same formula, charge and spin): 77.1 48.0 127.2 11.1 kcal/mol, one per record in the order listed.